A | Below is the molecule C15H28N2O3, with properties calculated with ωB97M-V/def2-TZVPD.

Structure (ORCA input):
```
! RIJCOSX wB97M-V def2-TZVPD def2/J DEFGRID3
* xyz 0 1
C 4.269 0.593 2.773
H 5.226 0.974 3.124
O 3.351 0.817 3.818
C 2.048 0.363 3.560
C 1.286 1.202 2.507
N 1.105 0.506 1.256
C 1.785 0.809 0.142
O 2.646 1.665 0.073
C 1.396 -0.032 -1.090
N -0.002 0.173 -1.457
C -1.084 -0.296 -0.806
O -1.024 -0.917 0.245
C -2.413 0.033 -1.464
C -3.282 -1.225 -1.535
C -4.661 -0.900 -2.099
C -5.349 0.168 -1.255
C -4.490 1.427 -1.191
C -3.113 1.105 -0.620
H -3.216 0.730 0.400
H -2.499 2.009 -0.587
H -4.977 2.180 -0.568
H -4.380 1.843 -2.195
H -5.504 -0.215 -0.244
H -6.327 0.405 -1.679
H -5.268 -1.807 -2.123
H -4.558 -0.540 -3.126
H -3.376 -1.636 -0.528
H -2.790 -1.976 -2.158
H -2.251 0.420 -2.476
H -0.159 0.714 -2.291
H 1.997 0.356 -1.919
C 1.736 -1.524 -0.901
C 3.216 -1.675 -0.562
H 3.467 -1.126 0.341
H 3.832 -1.293 -1.372
H 3.459 -2.724 -0.409
C 1.397 -2.306 -2.168
H 0.335 -2.240 -2.393
H 1.650 -3.355 -2.036
H 1.960 -1.922 -3.017
H 1.135 -1.919 -0.078
H 0.368 -0.193 1.197
H 1.854 2.115 2.308
H 0.302 1.474 2.896
H 2.065 -0.690 3.237
H 1.539 0.425 4.524
H 3.988 1.119 1.855
H 4.363 -0.480 2.561
*
```

LUMO energy: 0.62 eV
HOMO-LUMO gap: 9.8 eV
SMILES: COCCNC(=O)[C@H](NC(=O)C1CCCCC1)C(C)C
HOMO level: -9.204 eV


B | Below is the molecule C15H28N2O3, with properties calculated with ωB97M-V/def2-TZVPD.

Structure (ORCA input):
```
! RIJCOSX wB97M-V def2-TZVPD def2/J DEFGRID3
* xyz 0 1
C -1.409 6.020 -3.062
H -1.991 5.468 -3.812
O -1.291 5.289 -1.869
C -0.639 4.054 -2.043
C -0.534 3.370 -0.678
N -0.001 2.037 -0.797
C 1.221 1.693 -0.353
O 1.982 2.449 0.213
C 1.542 0.210 -0.647
N 0.609 -0.660 0.042
C -0.597 -0.991 -0.448
O -1.027 -0.520 -1.492
C -1.389 -1.984 0.384
C -0.634 -3.302 0.582
C -1.496 -4.285 1.369
C -1.888 -3.692 2.719
C -2.630 -2.372 2.528
C -1.773 -1.384 1.741
H -0.875 -1.150 2.319
H -2.322 -0.452 1.588
H -2.887 -1.945 3.499
H -3.561 -2.556 1.986
H -0.988 -3.519 3.315
H -2.518 -4.396 3.265
H -0.949 -5.219 1.517
H -2.399 -4.513 0.798
H 0.295 -3.127 1.130
H -0.375 -3.726 -0.391
H -2.307 -2.188 -0.177
H 0.888 -0.983 0.953
H 1.371 0.061 -1.722
C 2.998 -0.151 -0.315
C 3.362 -1.499 -0.933
H 4.395 -1.750 -0.707
H 3.244 -1.474 -2.014
H 2.723 -2.288 -0.539
C 3.280 -0.150 1.187
H 2.932 0.779 1.631
H 4.351 -0.228 1.356
H 2.808 -0.994 1.689
H 3.615 0.630 -0.769
H -0.552 1.341 -1.292
H -1.529 3.338 -0.226
H 0.134 3.942 -0.030
H -1.210 3.415 -2.736
H 0.367 4.205 -2.465
H -0.424 6.253 -3.485
H -1.924 6.944 -2.810
*
```

LUMO energy: 0.73 eV
HOMO-LUMO gap: 10.0 eV
SMILES: COCCNC(=O)[C@H](NC(=O)C1CCCCC1)C(C)C
HOMO level: -9.253 eV


Most stable one: B, least stable one: A.


A | Below is a structure of composition C34H57F3N2O2PmSi, with properties calculated with ωB97M-V/def2-TZVPD.

Structure (ORCA input):
```
! RIJCOSX wB97M-V def2-TZVPD def2/J DEFGRID3
* xyz 1 5
O -1.446 -0.817 0.744
O -3.133 1.091 -1.577
C -2.212 -2.080 0.686
C -2.285 -2.787 2.021
H -1.688 -2.698 -0.058
H -3.201 -1.820 0.283
H -1.293 -3.061 2.401
H -2.862 -3.710 1.909
H -2.793 -2.178 2.771
C -1.795 0.093 1.850
C -3.258 0.484 1.834
H -1.147 0.978 1.738
H -1.517 -0.415 2.786
H -3.589 0.774 0.828
H -3.397 1.351 2.493
H -3.889 -0.334 2.202
C -2.867 2.426 -2.062
C -4.477 0.623 -1.841
C -2.664 3.416 -0.935
H -3.686 2.775 -2.720
H -1.944 2.362 -2.658
H -3.557 3.519 -0.306
H -2.447 4.401 -1.362
H -1.813 3.144 -0.301
C -5.542 1.481 -1.191
H -4.508 -0.396 -1.432
H -4.654 0.569 -2.933
H -5.366 1.595 -0.117
H -6.517 1.003 -1.319
H -5.593 2.468 -1.659
H -1.364 -0.226 -1.254
N 2.170 -0.946 2.233
C 3.487 -0.736 2.439
C 4.310 -0.008 1.568
C 3.925 0.836 0.520
C 4.115 -1.250 3.716
H 3.795 -2.270 3.953
H 3.863 -0.606 4.572
H 5.205 -1.254 3.614
C 4.911 1.849 0.003
H 4.491 2.863 0.032
H 5.227 1.626 -1.024
H 5.803 1.837 0.640
N 2.709 0.761 -0.038
C 1.341 -1.279 3.359
C 1.012 -2.626 3.612
C 1.619 -3.711 2.780
C 0.174 -2.918 4.690
H -0.087 -3.961 4.882
C -0.292 -1.901 5.524
H -0.945 -2.142 6.362
C 0.116 -0.582 5.323
H -0.188 0.215 6.005
C 0.956 -0.260 4.260
C 1.500 1.127 4.115
C 2.244 1.651 -1.064
C 2.449 1.316 -2.424
C 3.268 0.112 -2.784
C 1.811 2.077 -3.398
H 1.939 1.799 -4.448
C 1.012 3.167 -3.044
H 0.503 3.737 -3.820
C 0.880 3.539 -1.704
H 0.283 4.415 -1.433
C 1.505 2.805 -0.701
C 1.354 3.181 0.743
Pm 0.975 -0.726 0.176
H 1.169 -3.806 1.782
H 1.485 -4.675 3.285
H 2.697 -3.563 2.639
H 1.409 1.530 3.097
H 2.563 1.177 4.401
H 0.956 1.803 4.786
H 3.520 0.138 -3.855
H 2.734 -0.843 -2.619
H 4.209 0.066 -2.217
H 2.268 2.989 1.323
H 0.522 2.647 1.241
H 1.125 4.254 0.824
H 5.375 -0.008 1.805
C -0.535 -0.406 -2.009
Si -1.200 -0.818 -3.759
H 0.100 0.492 -2.099
H 0.071 -1.346 -1.791
C -2.604 -2.036 -3.556
C 0.241 -1.580 -4.699
C -1.793 0.666 -4.739
H -1.885 0.399 -5.802
H -1.105 1.521 -4.671
H -2.783 1.002 -4.401
H -2.239 -2.980 -3.123
H -3.034 -2.250 -4.546
H -3.396 -1.634 -2.907
H 0.806 -2.275 -4.064
H 0.933 -0.809 -5.067
H -0.128 -2.140 -5.568
F 2.948 -3.167 -0.212
C 1.704 -2.932 -0.838
F 1.996 -3.129 -2.197
F 0.938 -4.053 -0.503
*
```

LUMO energy (spin up / spin down): -2.60 / -2.44 eV
HOMO-LUMO gap (spin up / spin down): 8.2 / 8.4 eV
HOMO level (spin up / spin down): -10.802 / -10.822 eV


B | Below is a structure of composition C34H57F3N2O2PmSi, with properties calculated with ωB97M-V/def2-TZVPD.

Structure (ORCA input):
```
! RIJCOSX wB97M-V def2-TZVPD def2/J DEFGRID3
* xyz 1 5
O -1.484 1.214 -0.192
O -1.862 -2.927 -2.614
C -2.858 1.063 0.366
C -3.589 2.373 0.561
H -2.708 0.530 1.313
H -3.398 0.396 -0.318
H -3.074 3.029 1.271
H -4.580 2.126 0.955
H -3.737 2.929 -0.367
C -1.381 1.945 -1.470
C -2.200 1.284 -2.566
H -0.307 1.966 -1.725
H -1.696 2.976 -1.261
H -1.977 0.212 -2.670
H -1.975 1.764 -3.524
H -3.277 1.418 -2.386
C -0.864 -3.645 -3.365
C -3.207 -3.160 -3.065
C -0.100 -2.737 -4.308
H -1.324 -4.467 -3.946
H -0.169 -4.075 -2.629
H -0.775 -2.266 -5.030
H 0.622 -3.342 -4.862
H 0.439 -1.948 -3.770
C -3.484 -2.740 -4.502
H -3.831 -2.584 -2.375
H -3.471 -4.230 -2.959
H -3.141 -1.723 -4.717
H -4.566 -2.777 -4.658
H -3.012 -3.425 -5.213
H -1.249 -2.596 -0.474
N 1.182 3.249 1.384
C 2.378 3.559 1.919
C 3.387 2.616 2.162
C 3.559 1.365 1.566
C 2.704 4.991 2.272
H 1.943 5.474 2.901
H 2.878 5.617 1.380
H 3.648 4.981 2.832
C 4.929 0.757 1.578
H 5.214 0.365 0.592
H 5.014 -0.057 2.311
H 5.659 1.525 1.855
N 2.553 0.685 0.996
C 0.311 4.294 0.917
C -0.761 4.721 1.722
C -0.942 4.211 3.119
C -1.668 5.644 1.219
H -2.512 5.942 1.849
C -1.495 6.175 -0.053
H -2.221 6.884 -0.450
C -0.384 5.824 -0.815
H -0.218 6.265 -1.801
C 0.535 4.891 -0.346
C 1.757 4.576 -1.155
C 2.770 -0.571 0.334
C 2.798 -1.770 1.078
C 2.606 -1.737 2.566
C 2.992 -2.969 0.388
H 3.018 -3.906 0.951
C 3.125 -2.966 -1.003
H 3.284 -3.904 -1.537
C 3.065 -1.771 -1.726
H 3.161 -1.768 -2.817
C 2.902 -0.562 -1.065
C 2.831 0.733 -1.823
Pm 0.323 1.052 1.318
H -1.743 3.462 3.167
H -1.268 5.039 3.765
H -0.039 3.781 3.562
H 2.111 3.545 -1.030
H 2.597 5.249 -0.915
H 1.529 4.732 -2.219
H 2.708 -2.754 2.964
H 1.612 -1.381 2.893
H 3.361 -1.121 3.077
H 3.373 1.551 -1.326
H 1.793 1.064 -2.005
H 3.289 0.599 -2.813
H 4.236 2.991 2.728
C -0.694 -3.204 0.286
Si -1.482 -4.817 0.956
H 0.261 -3.482 -0.202
H -0.463 -2.532 1.125
C -3.316 -4.537 1.221
C -0.693 -5.338 2.595
C -1.291 -6.323 -0.176
H -1.829 -7.182 0.257
H -0.241 -6.629 -0.295
H -1.718 -6.136 -1.171
H -3.469 -3.837 2.055
H -3.828 -5.484 1.452
H -3.750 -4.109 0.305
H -0.543 -4.475 3.258
H 0.277 -5.835 2.446
H -1.345 -6.054 3.120
F 0.585 1.301 4.612
C -0.309 0.605 3.767
F -0.227 -0.713 4.228
F -1.571 1.024 4.195
*
```

LUMO energy (spin up / spin down): -2.86 / -2.59 eV
HOMO-LUMO gap (spin up / spin down): 8.2 / 8.5 eV
HOMO level (spin up / spin down): -11.027 / -11.059 eV


Most stable one: A, least stable one: B.